No. 1
118
Properties=species:S:1:pos:R:3 method="wB97M-V/def2-TZVPD" molar_mass_g_mol=1143.69 e_lumo_ha="0.0082 / 0.0098" orbital_gap_ha="0.262 / 0.268" charge=0 total_energy_ev=-399682.518 spin_multiplicity=4 fmax_ev_per_a=2.37
Cr 1.12 0.04 0.23
C 1.02 1.98 3.66
Si 0.28 1.47 1.95
C -1.44 0.62 2.26
C -2.57 1.34 2.62
C -3.82 0.76 2.67
C -3.97 -0.58 2.34
C -2.86 -1.33 2.00
C -1.60 -0.75 1.97
P -0.04 -1.63 1.57
C 0.40 -2.60 3.13
C -0.73 -3.37 3.82
C -1.51 -2.57 4.87
C -0.56 -1.93 5.87
C 0.39 -1.01 5.12
C 1.24 -1.82 4.14
C -0.24 -3.02 0.32
C -1.12 -4.24 0.54
C -1.26 -5.00 -0.78
C 0.07 -5.09 -1.55
C 1.24 -4.90 -0.60
C 1.20 -3.49 0.00
C -0.07 3.20 1.17
C -0.12 4.38 1.89
C -0.21 5.61 1.26
C -0.25 5.68 -0.12
C -0.23 4.51 -0.85
C -0.13 3.28 -0.22
P -0.16 1.67 -1.09
C 0.30 1.91 -2.89
C 1.73 2.46 -2.99
C 2.28 2.21 -4.39
C 1.39 2.89 -5.43
C -0.05 2.40 -5.30
C -0.60 2.64 -3.89
C -2.00 1.37 -1.04
C -2.44 0.20 -1.91
C -3.89 -0.15 -1.60
C -4.80 1.06 -1.80
C -4.34 2.24 -0.94
C -2.89 2.60 -1.26
H 0.26 2.22 4.39
H 1.65 2.86 3.54
H 1.64 1.19 4.07
H -2.45 2.39 2.84
H -4.69 1.35 2.94
H -4.95 -1.04 2.35
H -2.99 -2.38 1.76
H 1.07 -3.36 2.70
H -0.28 -4.23 4.33
H -1.43 -3.76 3.09
H -2.20 -3.25 5.37
H -2.09 -1.79 4.38
H 0.00 -2.70 6.40
H -1.13 -1.36 6.61
H 1.04 -0.49 5.83
H -0.19 -0.26 4.58
H 1.83 -2.54 4.72
H 1.93 -1.17 3.61
H -0.63 -2.49 -0.56
H -2.12 -3.96 0.87
H -0.67 -4.89 1.30
H -2.00 -4.50 -1.41
H -1.64 -6.01 -0.57
H 0.12 -4.32 -2.32
H 0.15 -6.05 -2.06
H 2.19 -5.03 -1.13
H 1.20 -5.66 0.19
H 1.66 -2.80 -0.70
H 1.82 -3.48 0.91
H -0.07 4.35 2.97
H -0.23 6.52 1.85
H -0.31 6.64 -0.62
H -0.28 4.57 -1.93
H 0.33 0.86 -3.22
H 2.37 1.97 -2.25
H 1.74 3.53 -2.77
H 2.30 1.13 -4.58
H 3.30 2.58 -4.47
H 1.76 2.67 -6.43
H 1.43 3.97 -5.28
H -0.10 1.34 -5.53
H -0.68 2.93 -6.02
H -1.61 2.25 -3.84
H -0.63 3.71 -3.69
H -2.15 1.08 0.01
H -1.80 -0.66 -1.71
H -2.35 0.45 -2.97
H -3.96 -0.48 -0.56
H -4.22 -0.97 -2.24
H -5.83 0.80 -1.54
H -4.79 1.36 -2.85
H -4.42 1.98 0.12
H -4.98 3.11 -1.12
H -2.57 3.42 -0.62
H -2.83 2.95 -2.30
Br 2.19 -2.63 -6.20
C 2.44 -1.89 -4.47
C 3.71 -1.55 -4.03
Br 5.23 -1.95 -5.08
C 3.86 -0.88 -2.81
Br 5.57 -0.31 -2.20
C 2.77 -0.59 -2.01
O 2.83 0.17 -0.95
C 1.48 -1.08 -2.39
O 0.50 -0.90 -1.58
C 1.34 -1.66 -3.65
Br -0.44 -2.08 -4.19
C 4.07 1.78 0.95
S 4.10 -0.04 1.12
C 4.94 0.02 2.76
O 2.72 -0.44 1.57
H 5.09 2.12 0.88
H 3.56 2.22 1.80
H 3.54 2.03 0.03
H 5.89 0.52 2.67
H 5.10 -1.00 3.10
H 4.30 0.54 3.46

No. 2
16
Properties=species:S:1:pos:R:3 method="wB97M-V/def2-TZVPD" molar_mass_g_mol=116.59 e_lumo_ha=0.0152 orbital_gap_ha=0.340 relative_energy_kj_mol=328.0 smiles="C=C/C(=C/C)CCl" charge=0 total_energy_ev=-18886.017 fmax_ev_per_a=9.08
C -2.33 -0.59 -0.38
C -0.81 -0.72 -0.06
C 0.29 0.05 0.30
C -0.12 1.32 0.76
C 1.56 -0.42 0.47
C 2.43 -0.51 -0.72
H -2.47 -0.77 -1.57
H -2.64 0.45 0.03
H -2.86 -1.23 0.21
H -0.28 -1.55 -0.55
H 0.66 1.37 1.61
H -1.21 1.58 1.02
H 2.08 -0.21 1.56
H 3.50 -0.95 -0.55
H 2.06 -0.52 -1.72
Cl 0.14 2.69 -0.40

No. 3
20
Properties=species:S:1:pos:R:3 method="wB97M-V/def2-TZVPD" molar_mass_g_mol=116.16 e_lumo_ha=0.0313 orbital_gap_ha=0.361 relative_energy_kj_mol=187.5 charge=0 total_energy_ev=-10406.481 fmax_ev_per_a=1.03
C -0.03 -0.74 -0.07
C 1.30 -1.17 0.58
C 0.27 1.65 -0.68
C -0.02 -1.05 -1.57
N -0.32 0.67 0.21
C -1.57 1.05 0.67
O 1.22 -1.16 1.98
N -2.12 0.79 1.77
H 0.92 -0.28 2.25
H -0.83 -1.32 0.41
H -1.61 0.13 2.36
H 2.11 -0.51 0.23
H 1.53 -2.19 0.30
H -2.08 1.79 0.05
H 0.25 2.62 -0.18
H -0.26 1.74 -1.63
H 1.31 1.39 -0.88
H 0.04 -2.12 -1.72
H -0.94 -0.69 -2.04
H 0.83 -0.59 -2.06

No. 4
133
Properties=species:S:1:pos:R:3 method="wB97M-V/def2-TZVPD" molar_mass_g_mol=998.91 e_lumo_ha=0.0120 orbital_gap_ha=0.346 smiles="[H]/N=C/CC(=O)O[C@@](CCCN)(CCOC(=O)CC)P(=O)(O)O.NC(N)=O.NC(N)=O.NC(N)=O.NC(N)=O.NC(N)=O.NC(N)=O.NC(N)=O.NC(N)=O.NC(N)=O.NC(N)=O.NC(N)=O" charge=0 total_energy_ev=-106857.495 fmax_ev_per_a=5.45
C 3.96 -1.26 5.02
C 3.98 -0.51 3.68
C 3.31 -1.23 2.55
O 3.72 -1.21 1.35
O 2.23 -1.99 2.87
C 1.15 -1.36 3.57
C -0.21 -1.79 3.01
C -0.97 -0.71 2.22
C -1.39 0.36 3.22
C -1.79 1.72 2.66
C -1.09 2.91 3.32
N 0.24 2.61 3.88
O -2.11 -1.23 1.53
C -2.79 -2.32 2.02
O -2.54 -3.50 1.60
C -3.89 -2.00 2.99
C -3.51 -2.27 4.40
N -3.92 -1.50 5.35
P -0.01 -0.07 0.78
O -0.89 0.45 -0.30
O 0.80 -1.36 0.32
O 1.01 0.98 1.37
H 4.98 -1.44 5.32
H 3.49 -0.69 5.81
H 3.47 -2.22 4.94
H 3.56 0.48 3.80
H 5.00 -0.37 3.37
H 1.25 -0.29 3.58
H 1.20 -1.68 4.60
H -0.07 -2.68 2.41
H -0.81 -2.08 3.87
H -2.25 -0.07 3.71
H -0.64 0.45 4.00
H -2.83 1.87 2.82
H -1.65 1.77 1.59
H -0.95 3.67 2.56
H -1.73 3.37 4.07
H 0.77 3.46 3.97
H 0.14 2.25 4.81
H -4.28 -1.00 2.88
H -4.69 -2.69 2.73
H -2.91 -3.15 4.59
H -3.61 -1.84 6.25
H 1.44 -1.09 -0.34
H 1.82 1.00 0.85
C 4.88 -2.83 -2.28
O 5.72 -3.01 -3.15
N 3.58 -3.24 -2.44
N 5.16 -2.19 -1.10
H 2.86 -3.10 -1.76
H 3.34 -3.68 -3.31
H 6.09 -1.86 -0.97
H 4.47 -2.03 -0.39
C 2.50 2.60 -5.62
O 2.32 3.68 -6.17
N 1.45 1.94 -5.02
N 3.72 2.00 -5.57
H 1.53 1.06 -4.54
H 0.55 2.37 -5.09
H 4.48 2.49 -6.01
H 3.90 1.11 -5.14
C 7.48 -3.36 4.21
O 6.99 -2.24 4.26
N 6.90 -4.35 3.46
N 8.62 -3.71 4.88
H 7.27 -5.28 3.39
H 6.07 -4.12 2.95
H 9.08 -3.01 5.45
H 9.01 -4.63 4.81
C -1.05 -0.67 -3.97
O 0.05 -1.22 -3.88
N -1.56 -0.32 -5.19
N -1.84 -0.38 -2.91
H -2.45 0.12 -5.32
H -1.00 -0.53 -6.00
H -1.54 -0.58 -1.97
H -2.74 0.06 -3.04
C 7.20 4.30 -5.32
O 6.56 3.97 -6.31
N 8.56 4.48 -5.36
N 6.60 4.50 -4.11
H 9.10 4.75 -4.56
H 9.02 4.33 -6.24
H 5.61 4.38 -4.06
H 7.10 4.78 -3.28
C -5.76 2.77 1.82
O -4.58 2.88 2.16
N -6.71 3.69 2.18
N -6.20 1.76 1.03
H -7.67 3.64 1.89
H -6.41 4.46 2.75
H -5.53 1.08 0.74
H -7.16 1.65 0.73
C 10.54 -0.52 5.30
O 9.88 -1.35 5.91
N 11.90 -0.43 5.43
N 9.95 0.36 4.44
H 12.46 0.24 4.94
H 12.35 -1.07 6.06
H 8.96 0.28 4.33
H 10.46 1.05 3.93
C -1.20 -3.63 -7.81
O -1.79 -4.02 -8.80
N 0.16 -3.44 -7.79
N -1.84 -3.34 -6.64
H 0.66 -3.11 -6.98
H 0.66 -3.63 -8.63
H -2.83 -3.46 -6.62
H -1.37 -3.01 -5.81
C -5.60 -1.23 -3.49
O -5.30 -0.13 -3.03
N -5.40 -2.39 -2.80
N -6.14 -1.37 -4.74
H -5.62 -3.30 -3.16
H -4.99 -2.31 -1.89
H -6.30 -0.54 -5.27
H -6.39 -2.26 -5.14
C -8.19 5.06 -0.68
O -8.73 4.23 0.05
N -6.86 5.33 -0.60
N -8.91 5.76 -1.61
H -6.40 5.99 -1.19
H -6.33 4.81 0.07
H -9.88 5.57 -1.68
H -8.49 6.44 -2.22
C -9.63 -0.09 0.16
O -8.48 -0.03 0.55
N -10.56 0.88 0.45
N -10.09 -1.13 -0.61
H -11.50 0.85 0.13
H -10.25 1.66 0.99
H -9.43 -1.85 -0.84
H -11.03 -1.20 -0.95